[1]
The following is a quantum chemistry calculation of a 13-piece molecular cluster, C21H68BO14 overall, from the OMol25 dataset.

Calculated values
- Lowest unoccupied orbital energy: 0.07380 hartree
- 2S+1: 1
- HOMO: -4.3 eV
- Total charge: -1

Geometry as XYZ:
```
104
Properties=species:S:1:pos:R:3:forces:R:3
C -3.8303 -2.0103 -0.0803 -0.1 0.0 0.0
C -2.5691 -1.7409 0.7482 0.0 -0.1 0.0
C -1.3050 -2.2678 0.0687 0.0 -0.1 0.0
C -0.0127 -2.1512 0.9040 0.1 0.1 0.0
C 0.9818 -1.1261 0.3398 -0.1 0.0 0.0
C 0.4271 0.3116 0.3525 0.0 0.0 0.0
C 0.5356 1.1071 -0.9575 -0.1 0.2 0.1
B -0.1763 0.4480 -2.2399 -0.1 -0.2 0.1
O -1.6938 0.4741 -2.0884 0.0 0.1 -0.2
C -2.1897 0.5423 -3.4056 -0.2 0.3 0.0
C -0.9627 0.6461 -4.3278 0.1 0.0 0.1
O 0.0319 1.2081 -3.5099 0.2 -0.2 -0.1
H -3.5927 -2.1063 -1.1429 0.0 0.1 0.0
H -4.5567 -1.1987 0.0095 0.0 -0.1 0.1
H -4.3276 -2.9352 0.2322 0.0 0.0 0.0
H -2.4690 -0.6669 0.9153 0.0 0.0 0.0
H -2.6754 -2.2108 1.7319 0.0 0.1 0.0
H -1.4876 -3.3164 -0.2004 0.1 0.0 0.0
H -1.1676 -1.7266 -0.8711 -0.1 0.0 0.0
H -0.2629 -1.8717 1.9367 0.0 0.0 0.0
H 0.4811 -3.1279 0.9682 0.0 0.0 0.0
H 1.2326 -1.4113 -0.6844 0.0 0.0 0.0
H 1.9043 -1.1699 0.9274 0.0 0.0 0.0
H 0.9184 0.8447 1.1735 -0.1 0.0 0.0
H -0.6332 0.2796 0.6180 0.0 0.0 0.0
H 0.0151 2.0624 -0.7873 0.1 0.1 0.0
H 1.5822 1.3700 -1.1678 0.0 -0.1 0.0
H 0.1411 -0.7462 -2.4616 0.1 0.1 0.0
H -2.7954 1.4566 -3.5342 -0.1 -0.1 -0.1
H -2.8374 -0.3061 -3.6587 0.1 -0.1 0.0
H -1.1386 1.2757 -5.2062 0.0 0.0 0.0
H -0.6612 -0.3637 -4.6487 0.0 0.1 -0.1
C 2.3932 1.4703 -6.2677 -0.1 0.0 0.1
O 2.9446 1.4734 -4.9660 -0.1 -0.2 0.0
H 3.1647 1.7855 -6.9687 0.0 0.0 0.0
H 2.0386 0.4755 -6.5589 0.0 0.0 0.0
H 1.5493 2.1646 -6.3378 0.0 0.0 -0.1
H 2.2281 1.2083 -4.3682 -0.1 0.2 0.2
C 3.4148 0.0642 3.9291 0.0 0.1 0.0
O 2.0952 -0.0021 3.4109 0.0 0.0 0.0
H 4.0533 0.3487 3.0958 0.0 0.0 0.0
H 3.5130 0.8421 4.6922 0.0 0.0 0.0
H 3.7551 -0.8896 4.3406 0.0 0.0 0.0
H 1.4890 -0.2494 4.1128 0.0 0.0 0.0
C -5.4436 -1.4987 -4.3300 0.0 0.0 0.1
O -4.5970 -1.3258 -5.4577 0.1 0.0 -0.1
H -4.8505 -1.2295 -3.4577 0.0 0.0 0.0
H -6.3151 -0.8366 -4.3659 0.0 0.0 0.0
H -5.7826 -2.5297 -4.2113 0.0 0.0 0.0
H -5.0778 -1.5518 -6.2567 -0.1 0.0 0.0
C 2.8438 3.4037 1.9730 0.0 -0.1 -0.1
O 3.8852 3.0750 2.8803 0.1 0.0 0.1
H 2.3597 2.4728 1.6846 0.0 0.0 0.0
H 2.0905 4.0527 2.4308 0.0 0.0 0.0
H 3.2228 3.8883 1.0688 0.0 0.0 0.0
H 4.3438 3.8763 3.1579 0.0 0.0 0.0
C -5.0009 -2.9481 3.6472 0.1 0.0 0.0
O -3.6527 -2.8955 4.0891 0.0 0.0 0.0
H -5.0809 -2.2891 2.7852 0.0 0.0 0.0
H -5.2887 -3.9579 3.3384 0.0 0.0 0.0
H -5.6880 -2.6018 4.4254 -0.1 0.0 0.0
H -3.5580 -3.4818 4.8435 0.0 0.0 0.0
C 6.9648 -1.9967 4.4148 0.2 0.1 0.0
O 5.6909 -2.4121 4.8805 0.1 -0.1 0.1
H 7.2736 -1.1754 5.0610 0.1 0.0 -0.1
H 7.7104 -2.7932 4.4902 0.0 0.0 0.0
H 6.9484 -1.6189 3.3900 -0.1 -0.1 0.0
H 5.3678 -3.1261 4.3246 0.0 0.0 0.0
C 5.5751 3.5503 -9.2647 0.0 0.0 0.0
O 4.4915 3.4887 -8.3601 -0.1 0.0 -0.1
H 5.2568 3.0364 -10.1703 0.0 0.0 0.0
H 5.8402 4.5790 -9.5300 0.0 0.0 0.0
H 6.4670 3.0457 -8.8807 0.0 0.0 0.0
H 4.7354 3.9101 -7.5316 0.0 0.0 0.0
C 6.0278 -1.6585 8.6999 0.0 0.0 0.1
O 7.1030 -1.5917 7.7800 0.0 0.0 0.0
H 6.4229 -1.3710 9.6732 0.0 0.0 0.0
H 5.2183 -0.9715 8.4376 0.0 0.0 0.0
H 5.6155 -2.6686 8.7786 0.0 0.0 0.0
H 6.7639 -1.8477 6.9164 -0.1 -0.1 0.0
C -4.1782 1.9151 -0.2405 0.0 0.0 0.0
O -3.9785 2.6513 -1.4331 0.0 -0.1 0.0
H -4.9619 2.4166 0.3272 0.0 0.0 0.0
H -4.5035 0.8897 -0.4436 0.0 0.1 0.0
H -3.2689 1.8631 0.3652 0.0 0.0 0.0
H -3.2856 2.1868 -1.9226 0.2 0.0 0.1
C -5.4788 -5.0062 -2.1034 0.1 0.0 0.0
O -6.5588 -4.1393 -2.4172 -0.1 0.0 0.0
H -4.8008 -4.9789 -2.9544 0.0 0.0 0.0
H -4.9267 -4.6713 -1.2230 0.0 0.0 0.0
H -5.8109 -6.0383 -1.9552 0.0 0.0 0.0
H -7.1626 -4.1067 -1.6717 0.0 0.0 0.1
C -7.5798 0.9749 -0.8540 0.1 0.0 -0.1
O -7.2622 0.8494 0.5232 0.0 0.0 0.1
H -6.7240 1.4535 -1.3269 0.0 0.0 0.0
H -7.7369 0.0025 -1.3309 0.0 0.0 0.0
H -8.4631 1.5998 -1.0179 0.0 0.0 0.0
H -7.9910 0.4338 0.9891 -0.1 0.0 -0.1
C 6.5592 5.3224 4.8237 0.1 0.0 0.0
O 5.1940 5.1172 4.4977 0.0 0.1 0.0
H 7.0651 5.5865 3.8976 0.0 0.0 0.0
H 6.6889 6.1416 5.5359 0.0 0.0 0.0
H 7.0241 4.4193 5.2268 0.0 0.0 0.0
H 4.7126 4.8519 5.2859 0.0 0.0 0.0
```
Positions in Å, forces in eV/Å.

---

[2]
The following is a quantum chemistry calculation of C3H3LiO2 as an isolated structure, from the OMol25 dataset.

Calculated values
- Lowest unoccupied orbital energy: -0.01726 hartree
- 2S+1: 1
- HOMO: -9.4 eV

Geometry as XYZ:
```
9
Properties=species:S:1:pos:R:3:forces:R:3
O -1.2802 -0.3108 0.1773 -0.2 -0.3 -0.4
C -0.0351 -0.3644 -0.0468 0.2 0.0 2.1
C 0.7272 0.8960 -0.2890 -0.3 0.4 -1.0
C 0.1508 2.0962 -0.1652 0.2 -0.2 0.1
H 1.7193 0.7763 -0.7295 -0.4 0.0 -0.1
H -0.7519 2.2227 0.4365 0.0 -0.2 -0.6
H 0.5617 2.9779 -0.6606 0.2 -0.1 0.6
O 0.6063 -1.4439 0.1060 -0.1 -0.4 -0.5
Li -1.1457 -2.2436 0.4840 0.5 0.8 -0.2
```
Positions in Å, forces in eV/Å.

---

[3]
The following is a quantum chemistry calculation of one molecule with the formula C3H4O2, from the OMol25 dataset.

Calculated values
- Lowest unoccupied orbital energy: 0.00508 hartree
- 2S+1: 1
- HOMO: -9.3 eV

Geometry as XYZ:
```
9
Properties=species:S:1:pos:R:3:forces:R:3
C 1.0601 -0.4159 0.2622 -0.1 0.1 0.0
C 0.2025 0.7692 -0.0657 0.4 0.5 0.3
O 0.4585 1.9212 0.0802 -0.1 -0.6 -0.2
C -1.7978 -0.4230 -0.0095 0.1 0.5 -0.5
O -1.0684 0.4627 -0.6567 -0.4 -0.3 0.3
H 1.7490 -0.1248 1.0587 -0.1 -0.1 -0.2
H 1.6368 -0.6842 -0.6324 -0.1 0.0 0.2
H 0.4281 -1.2548 0.5632 0.2 0.1 0.0
H -2.7563 -0.3831 -0.5825 0.2 -0.1 0.1
```
Positions in Å, forces in eV/Å.

---

[4]
The following is a quantum chemistry calculation of one molecule with the formula C4H3FN2O, from the OMol25 dataset.

Calculated values
- Lowest unoccupied orbital energy: 0.01455 hartree
- 2S+1: 1
- HOMO: -9.8 eV
- Structure (SMILES): Oc1cnnc(F)c1

Geometry as XYZ:
```
11
Properties=species:S:1:pos:R:3:forces:R:3
O 0.5584 -0.0852 2.0526 0.1 -0.5 0.7
C 0.1979 -0.0841 0.7657 -0.3 -0.9 -0.7
C -0.1990 -1.2646 0.0852 -0.2 0.0 -0.2
N -0.5616 -1.2778 -1.1847 0.1 0.3 0.2
N -0.5570 -0.1492 -1.8999 0.2 0.2 0.4
C -0.1874 0.9617 -1.2974 0.0 -1.1 0.6
F -0.1902 2.0421 -2.0499 0.0 0.5 -0.2
C 0.2073 1.0755 0.0427 -0.1 0.1 -0.5
H 0.5026 -0.9897 2.4213 0.0 0.7 -0.3
H -0.2752 -2.2404 0.5845 0.2 0.5 -0.1
H 0.5042 2.0116 0.4800 0.0 0.2 0.0
```
Positions in Å, forces in eV/Å.

---

[5]
The following is a quantum chemistry calculation of C8H4Cl3FeNNdO3 as an isolated structure, from the OMol25 dataset.

Calculated values
- Lowest unoccupied orbital energy (spin up / spin down): -0.58601 / -0.68474 hartree
- 2S+1: 9
- HOMO (spin up / spin down): -23.9 / -24.0 eV
- <S²>: 20.046
- Total charge: +4

Geometry as XYZ:
```
21
Properties=species:S:1:pos:R:3:forces:R:3
Nd 2.0164 -1.6707 -1.3439 1.2 1.9 1.0
Fe -0.7259 -1.2261 0.4144 0.8 -2.2 0.6
Cl 3.0724 0.6453 -1.5019 -1.0 -1.5 0.3
Cl 0.4991 -3.0942 0.6439 0.3 0.8 -0.3
C -2.0588 -2.2334 -0.5566 -6.6 -4.7 -4.1
C 3.1197 -1.5411 -3.5408 3.0 1.9 -6.1
C 2.6505 -3.7403 -2.4856 1.2 -7.3 -3.0
O -2.8550 -2.8983 -1.0873 4.4 3.6 2.9
O 3.6357 -1.3165 -4.5489 -2.3 -1.2 4.5
O 2.8167 -4.7537 -3.0239 -0.7 5.1 2.6
Cl -1.1038 1.9731 4.4788 0.1 -0.1 -1.5
C -1.0695 1.8928 2.7738 0.0 0.7 2.6
C -1.2613 3.0464 2.0005 -0.5 0.6 -1.3
C -1.2785 2.9288 0.6070 0.0 0.0 0.3
C -1.0558 1.6693 0.0252 -0.1 0.7 0.5
N -0.9510 0.5579 0.8075 0.7 1.9 1.9
C -0.8938 0.6504 2.1770 -0.3 -0.3 -1.8
H -1.4565 3.9986 2.4871 0.1 0.1 0.0
H -1.4661 3.7918 -0.0403 0.2 -0.2 0.3
H -0.9097 1.5642 -1.0615 -0.4 0.0 0.5
H -0.7248 -0.2444 2.7755 -0.1 0.0 0.0
```
Positions in Å, forces in eV/Å.

---

[6]
The following is a quantum chemistry calculation of a 2-piece molecular cluster, CH4N2O2 overall, from the OMol25 dataset.

Calculated values
- Lowest unoccupied orbital energy: 0.29152 hartree
- 2S+1: 1
- HOMO: 3.0 eV
- Total charge: -2

Geometry as XYZ:
```
9
Properties=species:S:1:pos:R:3:forces:R:3
C 0.1362 0.9601 -0.9799 -2.1 3.9 0.5
N -0.3598 -1.0492 1.5723 -1.4 0.5 3.2
N 0.9262 0.0196 -1.2355 0.2 -0.2 -1.7
O 0.8890 -1.5278 0.9570 0.0 -1.1 2.4
O 0.9119 -0.3287 -2.5151 0.7 -0.8 -0.5
H -0.4871 1.5503 -1.7610 0.9 -1.3 0.5
H 0.7858 -0.9159 0.2696 1.0 0.9 -2.2
H 0.0323 1.4664 -0.0125 0.4 -0.9 0.1
H -0.1420 -0.6002 2.5870 0.3 -1.0 -2.2
```
Positions in Å, forces in eV/Å.

---

For each record above, in turn, the calculated max |F| values are 0.348; 2.115; 0.693; 1.255; 9.061; 4.450 eV Å⁻¹.